(1)
Formula: C22H17BrN3O3RhS2
Source: the Open Molecules 2025 dataset
Level of theory: ωB97M-V with the def2-TZVPD basis set

```
49
Properties=species:S:1:pos:R:3:forces:R:3
Rh 1.620 0.101 0.605 0.5 0.0 0.1
C 1.728 2.724 -1.466 -0.1 0.0 0.0
C 0.632 1.793 -1.085 0.0 -0.1 -0.1
N 0.366 1.597 0.231 -0.3 0.3 -0.1
N -1.004 1.408 0.500 0.1 -0.2 0.1
C -1.235 0.531 1.392 -0.1 0.0 0.0
S 0.000 -0.489 2.040 -0.1 -0.1 0.1
S -2.883 0.280 1.998 0.0 0.0 -0.1
C -3.578 -0.596 0.537 0.0 0.0 0.0
C -3.537 -2.091 0.656 0.1 0.0 0.1
C -2.357 -2.786 0.400 0.0 0.0 0.0
C -2.309 -4.163 0.541 0.0 0.0 0.0
C -3.439 -4.864 0.941 0.0 0.0 0.0
C -4.616 -4.179 1.200 0.0 0.0 0.0
C -4.663 -2.800 1.060 0.0 0.0 0.0
C -0.087 1.019 -2.040 0.2 0.0 0.2
C -0.613 1.496 -3.260 0.0 0.0 0.0
C -1.305 0.656 -4.085 0.0 0.0 0.0
C -1.439 -0.704 -3.729 0.0 0.0 -0.1
C -0.881 -1.220 -2.594 0.0 0.1 0.0
C -0.148 -0.378 -1.718 0.0 0.1 0.0
O 0.518 -0.918 -0.748 0.1 -0.2 0.1
H 1.744 3.600 -0.819 0.0 0.0 0.0
H 1.619 3.017 -2.510 0.0 0.0 0.0
H 2.700 2.225 -1.400 0.0 0.0 0.0
H -3.014 -0.240 -0.323 0.0 0.0 0.0
H -4.603 -0.240 0.435 0.0 0.0 0.1
H -1.466 -2.241 0.115 0.0 0.0 0.0
H -1.384 -4.690 0.343 0.0 0.0 0.0
H -3.401 -5.940 1.052 0.0 0.0 0.0
H -5.501 -4.719 1.512 0.0 0.0 0.0
H -5.586 -2.268 1.261 0.0 0.0 0.0
H -0.509 2.548 -3.496 0.0 0.0 0.0
H -1.755 1.023 -4.996 0.0 0.0 0.0
H -1.983 -1.367 -4.391 0.0 0.0 0.0
H -0.950 -2.273 -2.358 0.0 0.0 0.0
Br 1.281 1.872 3.982 0.0 0.0 0.0
C 2.837 1.954 2.934 0.0 0.1 0.1
C 3.832 2.799 3.418 0.0 -0.1 0.0
C 4.997 2.954 2.698 -0.1 0.0 -0.1
C 5.130 2.259 1.507 0.0 0.0 0.1
C 4.107 1.429 1.108 0.1 -0.1 -0.1
N 2.958 1.260 1.803 0.0 0.0 0.0
C 4.246 0.654 -0.199 0.2 0.1 0.0
O 5.039 1.052 -1.030 0.0 0.0 0.2
O 3.460 -0.359 -0.289 -0.5 0.0 -0.3
H 3.663 3.319 4.347 0.0 0.0 0.0
H 5.777 3.614 3.054 0.0 0.0 0.0
H 5.996 2.340 0.867 0.0 0.0 0.0
```
Positions in Å, forces in eV/Å.

The charge is 0. The calculation puts the energy above the lowest of the compared OMol25 structures with the same formula, charge and spin at 169.7 kJ/mol. The calculation puts the HOMO-LUMO gap (alpha / beta) at 5.900 / 5.902 eV. The max |F| is 0.58 eV Å⁻¹. The HOMO energy (alpha / beta) comes out at -8.0 / -8.0 eV.

Löwdin atomic charge list, values in e, 2 entries: Rh 0.973; C 0.022

=====

(2)
Formula: C6H10ClN2
Source: the Open Molecules 2025 dataset
Level of theory: ωB97M-V with the def2-TZVPD basis set

```
19
Properties=species:S:1:pos:R:3:forces:R:3
C -1.420 1.696 1.191 0.4 -3.4 1.8
C -1.154 0.761 -0.013 1.2 1.2 -0.6
C -0.099 1.668 -0.727 -1.4 -1.4 1.4
N 1.065 1.276 -0.882 1.1 1.1 -1.7
C 1.637 0.087 -0.817 -1.3 -1.4 2.0
Cl 2.718 0.143 0.593 0.1 -0.7 -0.8
N 0.400 -1.150 -0.295 1.2 2.1 -0.1
C 0.885 -2.515 -0.365 -1.0 -1.2 0.6
C -0.680 -0.679 0.188 -0.7 -0.1 0.0
H -0.457 1.952 1.602 0.1 0.5 0.4
H -1.974 1.141 1.978 0.3 0.3 -0.3
H -2.000 2.520 0.947 -0.8 1.6 -0.8
H -2.103 0.605 -0.502 -0.3 0.2 -0.7
H -0.205 2.736 -0.669 -0.7 0.4 -0.6
H 1.957 -0.347 -1.755 0.5 -0.1 0.1
H 1.013 -2.751 -1.455 0.1 0.0 1.1
H 0.063 -3.164 0.079 1.2 0.5 -0.6
H 1.825 -2.648 0.249 -1.0 0.3 -0.9
H -1.471 -1.332 0.651 1.0 0.2 -0.4
```
Positions in Å, forces in eV/Å.

The charge is +1. Its SMILES is C[C@H]1C=N[C@@H](Cl)[N+](C)=C1. The calculation puts the energy above the lowest of the compared OMol25 structures with the same formula, charge and spin at 247.5 kJ/mol. The calculation puts the HOMO-LUMO gap at 10.177 eV. The max |F| is 3.88 eV Å⁻¹. The HOMO energy comes out at -14.2 eV.

Löwdin atomic charge list, values in e, 2 entries: C -0.034; C -0.226

=====

(3)
Formula: C21H19BrF2N3OPd
Source: the Open Molecules 2025 dataset
Level of theory: ωB97M-V with the def2-TZVPD basis set

```
48
Properties=species:S:1:pos:R:3:forces:R:3
Pd 0.171 0.516 1.054 -0.1 -0.5 -0.1
F 3.225 1.986 -3.208 0.0 0.0 0.0
C 2.560 1.010 -2.577 0.1 0.1 -0.1
C 1.913 1.300 -1.388 0.0 -0.1 0.0
C 1.229 0.284 -0.750 0.0 0.2 0.0
C 1.181 -1.014 -1.278 -0.1 -0.1 0.1
C 1.857 -1.231 -2.476 0.0 -0.1 -0.1
F 1.857 -2.454 -3.045 0.0 0.0 0.0
C 2.551 -0.246 -3.146 0.0 0.0 0.1
C 0.422 -2.042 -0.528 0.1 0.2 0.0
C 0.244 -3.371 -0.908 0.0 0.0 0.0
C -0.496 -4.215 -0.101 0.0 -0.1 0.0
C -1.053 -3.740 1.076 0.0 0.0 0.0
C -0.842 -2.417 1.396 0.1 0.1 -0.1
N -0.128 -1.598 0.620 -0.1 -0.1 0.0
H 1.960 2.308 -0.996 0.0 0.0 0.0
H 3.063 -0.457 -4.074 0.0 0.0 0.0
H 0.677 -3.734 -1.823 0.0 0.0 0.0
H -0.637 -5.247 -0.395 0.0 0.0 0.0
H -1.637 -4.373 1.730 0.0 0.0 0.0
H -1.253 -1.982 2.299 0.0 0.0 0.0
O 4.623 0.694 5.504 -0.1 0.0 -0.1
C 3.744 0.493 4.513 0.2 0.1 0.2
C 3.904 -0.472 3.520 0.0 0.0 0.0
C 2.940 -0.575 2.542 0.0 0.0 -0.1
N 1.857 0.209 2.513 0.1 0.0 0.0
C 1.741 1.116 3.472 -0.1 0.1 0.0
Br 0.170 2.166 3.275 0.0 0.3 0.3
C 2.624 1.324 4.498 0.0 -0.1 -0.1
H 5.370 0.090 5.434 0.1 0.0 0.0
H 4.766 -1.126 3.504 0.0 0.0 0.0
H 3.023 -1.301 1.743 0.0 0.0 0.0
H 2.479 2.086 5.249 0.0 0.0 0.0
C -4.661 0.692 -1.670 0.0 0.0 0.0
C -3.500 1.693 -1.670 0.1 -0.1 0.3
C -4.017 3.117 -1.437 0.0 0.0 0.0
C -2.700 1.605 -2.976 0.0 0.0 -0.1
C -2.565 1.336 -0.575 -0.2 0.1 -0.3
N -1.798 1.052 0.227 0.1 0.0 0.0
H -5.341 0.957 -2.481 0.0 0.0 0.0
H -5.216 0.723 -0.733 0.0 0.0 0.0
H -4.308 -0.326 -1.837 0.0 0.0 0.0
H -4.699 3.370 -2.248 0.0 0.0 0.0
H -3.202 3.841 -1.436 0.0 0.0 0.0
H -4.559 3.196 -0.495 0.0 0.0 0.0
H -3.363 1.860 -3.803 0.0 0.0 0.0
H -2.315 0.598 -3.140 0.0 0.0 0.0
H -1.862 2.302 -2.978 0.0 0.0 0.0
```
Positions in Å, forces in eV/Å.

The charge is +1. The calculation puts the energy above the lowest of the compared OMol25 structures with the same formula, charge and spin at 0.0 kJ/mol. The spin multiplicity is 3. The calculation puts the HOMO-LUMO gap (alpha / beta) at 8.133 / 7.782 eV. The max |F| is 0.51 eV Å⁻¹. The HOMO energy (alpha / beta) comes out at -10.6 / -11.3 eV.

Löwdin atomic charge list, values in e, 2 entries: Pd 0.765; F 0.084

=====

(4)
Formula: CH2O3PS
Source: the Open Molecules 2025 dataset
Level of theory: ωB97M-V with the def2-TZVPD basis set

```
8
Properties=species:S:1:pos:R:3:forces:R:3
C 1.139 0.464 -0.920 -1.2 0.4 -0.7
O 0.788 1.679 -0.404 0.9 -0.4 -2.2
O 1.311 0.298 -2.108 0.3 0.0 1.4
O 0.765 -0.083 1.718 0.2 0.6 0.4
P 0.963 -0.909 0.511 -0.5 -0.5 -1.2
S -2.767 -1.202 -0.300 0.6 -0.5 1.4
H 0.691 1.494 0.508 -0.5 0.0 2.3
H -2.888 -1.740 0.996 0.1 0.6 -1.3
```
Positions in Å, forces in eV/Å.

The charge is -1. The calculation puts the energy above the lowest of the compared OMol25 structures with the same formula, charge and spin at 197.5 kJ/mol. The calculation puts the HOMO-LUMO gap (alpha / beta) at 5.432 / 5.442 eV. The max |F| is 2.45 eV Å⁻¹. The HOMO energy (alpha / beta) comes out at -3.4 / -3.4 eV.

Löwdin atomic charge list, values in e, 2 entries: C -0.656; O 0.025

=====

(5)
Formula: C5H7NOS
Source: the Open Molecules 2025 dataset
Level of theory: ωB97M-V with the def2-TZVPD basis set

```
15
Properties=species:S:1:pos:R:3:forces:R:3
C -2.281 -0.317 0.758 -1.1 2.4 0.5
C -1.467 0.121 -0.419 0.7 -1.1 -1.8
C -0.021 -0.309 -0.215 -0.7 1.1 0.2
C 1.075 0.393 -0.609 -2.0 0.8 0.1
C 2.352 0.008 -0.110 2.8 -0.5 -1.0
S 2.993 -1.442 0.265 -0.8 -0.1 0.5
N 3.642 0.815 -0.380 -0.7 1.4 0.5
O 4.010 1.628 0.430 -0.8 -1.1 -0.7
H -3.338 -0.190 0.592 -0.5 1.1 0.0
H -1.993 0.038 1.737 0.1 0.5 0.1
H -2.334 -1.326 0.824 0.8 -3.5 0.2
H -1.787 -0.647 -1.155 0.0 0.6 -0.3
H -1.679 1.113 -0.907 0.5 -0.8 0.9
H -0.039 -1.229 0.404 0.9 0.6 -0.5
H 0.867 1.344 -1.214 0.8 -1.4 1.1
```
Positions in Å, forces in eV/Å.

The charge is 0. Its SMILES is CC/C=C/C(=S)N=O. The calculation puts the energy above the lowest of the compared OMol25 structures with the same formula, charge and spin at 485.1 kJ/mol. The calculation puts the HOMO-LUMO gap (alpha / beta) at 7.651 / 7.652 eV. The max |F| is 3.57 eV Å⁻¹. The HOMO energy (alpha / beta) comes out at -8.7 / -8.7 eV.

Löwdin atomic charge list, values in e, 2 entries: C -0.129; C -0.238

=====

(6)
Formula: C7H10
Source: the Open Molecules 2025 dataset
Level of theory: ωB97M-V with the def2-TZVPD basis set

```
17
Properties=species:S:1:pos:R:3:forces:R:3
C -1.792 0.552 -0.072 0.0 0.1 0.0
C -1.012 -0.738 -0.189 -0.1 0.0 0.0
C 0.167 -1.085 0.696 0.0 -0.1 0.2
C 0.850 0.052 1.379 0.0 0.1 -0.1
C 1.400 0.895 0.505 0.0 -0.1 0.1
C 1.214 0.430 -0.924 0.0 0.0 0.0
C 0.368 -0.834 -0.787 0.1 0.0 -0.2
H -2.546 0.613 -0.864 0.1 0.0 0.1
H -2.313 0.613 0.892 0.1 0.0 -0.2
H -1.151 1.434 -0.154 -0.1 -0.1 0.0
H -1.637 -1.601 -0.418 0.1 0.1 0.0
H 0.217 -2.082 1.127 0.0 0.2 -0.1
H 0.856 0.176 2.460 0.0 0.0 -0.2
H 1.904 1.824 0.759 -0.1 -0.1 0.0
H 0.727 1.196 -1.543 0.0 -0.1 0.1
H 2.178 0.212 -1.401 -0.1 0.0 0.1
H 0.570 -1.659 -1.465 0.0 0.1 0.1
```
Positions in Å, forces in eV/Å.

The charge is 0. Its SMILES is C[C@@H]1[C@@H]2C=CC[C@H]12. The calculation puts the energy above the lowest of the compared OMol25 structures with the same formula, charge and spin at 108.5 kJ/mol. The calculation puts the HOMO-LUMO gap at 9.928 eV. The max |F| is 0.19 eV Å⁻¹. The HOMO energy comes out at -8.7 eV.

Löwdin atomic charge list, values in e, 2 entries: C -0.062; C -0.259

=====

The lowest charge belongs to which entry?
CH2O3PS

=====

Copy entry 3 word for word.
Formula: C21H19BrF2N3OPd
Source: the Open Molecules 2025 dataset
Level of theory: ωB97M-V with the def2-TZVPD basis set

```
48
Properties=species:S:1:pos:R:3:forces:R:3
Pd 0.171 0.516 1.054 -0.1 -0.5 -0.1
F 3.225 1.986 -3.208 0.0 0.0 0.0
C 2.560 1.010 -2.577 0.1 0.1 -0.1
C 1.913 1.300 -1.388 0.0 -0.1 0.0
C 1.229 0.284 -0.750 0.0 0.2 0.0
C 1.181 -1.014 -1.278 -0.1 -0.1 0.1
C 1.857 -1.231 -2.476 0.0 -0.1 -0.1
F 1.857 -2.454 -3.045 0.0 0.0 0.0
C 2.551 -0.246 -3.146 0.0 0.0 0.1
C 0.422 -2.042 -0.528 0.1 0.2 0.0
C 0.244 -3.371 -0.908 0.0 0.0 0.0
C -0.496 -4.215 -0.101 0.0 -0.1 0.0
C -1.053 -3.740 1.076 0.0 0.0 0.0
C -0.842 -2.417 1.396 0.1 0.1 -0.1
N -0.128 -1.598 0.620 -0.1 -0.1 0.0
H 1.960 2.308 -0.996 0.0 0.0 0.0
H 3.063 -0.457 -4.074 0.0 0.0 0.0
H 0.677 -3.734 -1.823 0.0 0.0 0.0
H -0.637 -5.247 -0.395 0.0 0.0 0.0
H -1.637 -4.373 1.730 0.0 0.0 0.0
H -1.253 -1.982 2.299 0.0 0.0 0.0
O 4.623 0.694 5.504 -0.1 0.0 -0.1
C 3.744 0.493 4.513 0.2 0.1 0.2
C 3.904 -0.472 3.520 0.0 0.0 0.0
C 2.940 -0.575 2.542 0.0 0.0 -0.1
N 1.857 0.209 2.513 0.1 0.0 0.0
C 1.741 1.116 3.472 -0.1 0.1 0.0
Br 0.170 2.166 3.275 0.0 0.3 0.3
C 2.624 1.324 4.498 0.0 -0.1 -0.1
H 5.370 0.090 5.434 0.1 0.0 0.0
H 4.766 -1.126 3.504 0.0 0.0 0.0
H 3.023 -1.301 1.743 0.0 0.0 0.0
H 2.479 2.086 5.249 0.0 0.0 0.0
C -4.661 0.692 -1.670 0.0 0.0 0.0
C -3.500 1.693 -1.670 0.1 -0.1 0.3
C -4.017 3.117 -1.437 0.0 0.0 0.0
C -2.700 1.605 -2.976 0.0 0.0 -0.1
C -2.565 1.336 -0.575 -0.2 0.1 -0.3
N -1.798 1.052 0.227 0.1 0.0 0.0
H -5.341 0.957 -2.481 0.0 0.0 0.0
H -5.216 0.723 -0.733 0.0 0.0 0.0
H -4.308 -0.326 -1.837 0.0 0.0 0.0
H -4.699 3.370 -2.248 0.0 0.0 0.0
H -3.202 3.841 -1.436 0.0 0.0 0.0
H -4.559 3.196 -0.495 0.0 0.0 0.0
H -3.363 1.860 -3.803 0.0 0.0 0.0
H -2.315 0.598 -3.140 0.0 0.0 0.0
H -1.862 2.302 -2.978 0.0 0.0 0.0
```
Positions in Å, forces in eV/Å.

The charge is +1. The calculation puts the energy above the lowest of the compared OMol25 structures with the same formula, charge and spin at 0.0 kJ/mol. The spin multiplicity is 3. The calculation puts the HOMO-LUMO gap (alpha / beta) at 8.133 / 7.782 eV. The max |F| is 0.51 eV Å⁻¹. The HOMO energy (alpha / beta) comes out at -10.6 / -11.3 eV.

Löwdin atomic charge list, values in e, 2 entries: Pd 0.765; F 0.084